Here is 2 unconnected molecules or ions with the total composition C5H11N from the OMol25 dataset. Energies are from the ωB97M-V functional and the def2-TZVPD basis.

calculated total energy	-251.7192	hartree
gap between HOMO and LUMO	8.16	eV
LUMO energy	1.0	eV

Positions of all 17 atoms, in Å:
C -0.50509 -1.92938 -0.59018
C 0.72076 -1.11575 -0.32221
N 0.81127 0.12692 -0.65162
C 0.13455 1.10175 -1.48685
C 1.36923 1.35385 -0.69421
C -0.65793 0.92555 2.04304
H -0.90983 -2.33447 0.34603
H -1.28190 -1.31611 -1.05801
H -0.30782 -2.78363 -1.25039
H -1.39381 0.47962 1.36269
H 1.55757 -1.53543 0.22958
H 0.13326 0.82315 -2.54637
H -0.81821 1.49304 -1.12204
H 2.37769 1.51673 -1.05569
H -0.06957 1.67576 1.50618
H 0.01646 0.14045 2.39806
H -1.17660 1.37795 2.89199

Here are the natural (NBO) charges for atoms 1 to 2, given in e:
1. C -0.655
2. C 0.007